# C2H11NO2

A structure of composition C2H11NO2 at a distorted geometry (ωB97M-V with the def2-TZVPD basis set, OMol25).

Structure (ORCA input):
```
! RIJCOSX wB97M-V def2-TZVPD def2/J DEFGRID3
* xyz 0 1
O 1.14 2.24 0.44
O 2.41 -0.12 0.76
N 0.19 -1.04 0.07
C -2.01 -0.52 -0.96
C -0.77 0.03 -0.24
H 2.12 -0.09 1.68
H -0.98 0.66 0.62
H -2.53 -1.22 -0.30
H -0.05 -1.56 0.92
H 1.79 2.86 0.79
H 1.62 1.37 0.51
H 0.16 -1.82 -0.58
H -2.62 0.33 -1.24
H -1.67 -1.15 -1.78
H -0.28 0.69 -0.94
H 1.47 -0.66 0.27
*
```

Summary:
HOMO-LUMO gap (eV): 10.5464
Maximum force (eV/Å): 2.42
E_tot (eV): -7837.01219
HOMO (eV): -9.88
ΔE to the lowest compared entry with this formula, charge and spin (eV): 0.914
LUMO energy (eV): 0.7

Mulliken population analysis, charges in e, atoms 1 to 5: -0.6991, -0.9236, -0.5681, -1.2121, -0.3993